The following is a quantum chemistry calculation of a cluster of 2 separate species, C10H16O in total, from the OMol25 dataset.

XYZ file:
```
27
Properties=species:S:1:pos:R:3:forces:R:3:mulliken_charge:R:1
H -1.8286 -0.0457 -3.8418 -0.1371 -0.6088 1.7199 0.28
C 0.8476 -3.0785 1.7185 -2.3603 -2.2938 3.0342 -0.11
C 1.5636 -2.4177 2.8750 2.6887 2.0479 -2.4990 -1.30
H 1.1878 -3.0014 0.7312 0.5473 1.1632 -1.3236 0.35
H -1.0194 -1.4816 -3.0854 -1.1517 1.4887 0.6270 0.30
H -1.5195 3.2473 -0.2836 1.8233 -0.2276 0.1880 0.30
C 0.3023 0.0075 -1.2590 -0.8492 0.8677 -0.0716 -0.41
C -0.8167 2.4314 -0.5890 -2.4220 -0.6077 -0.9812 -0.55
C 0.4895 2.1378 -0.2530 0.0333 1.7371 1.9309 0.92
H -2.6172 1.7405 -1.4965 0.8705 -0.2256 -0.3511 0.29
C -1.6869 -0.5632 -2.8233 0.5709 -1.4093 -0.8008 -1.17
C -0.9904 0.3269 -1.8165 2.0216 -0.3569 0.6389 0.25
H 1.9514 2.9230 0.7828 2.6566 -0.8813 0.4104 0.29
O 1.0759 3.0734 0.5647 -2.6328 1.0901 -0.6466 -0.50
H 2.0506 0.6688 -0.0047 -1.0247 0.1005 -0.5817 0.24
H -2.6457 -0.9586 -2.3794 0.7764 0.4782 -0.8514 0.29
C 1.0651 0.9198 -0.4675 -0.4651 -1.9703 -1.2220 -0.76
H 2.6432 -2.4366 2.6719 0.0674 0.3827 0.0223 0.33
C -0.6062 -2.6500 2.0470 4.5541 1.0903 3.6528 -1.45
H -0.8801 -3.0446 3.0367 0.2733 0.2158 -0.1205 0.33
H 1.5257 -2.8987 3.7739 -0.8270 -1.6486 2.3251 0.46
H 0.6067 -1.0150 -1.3769 0.5669 -0.2280 -0.2728 0.27
H 1.2757 -1.3598 3.0725 0.1235 -0.6752 -0.4592 0.31
C -1.5385 1.5089 -1.3594 -0.6378 0.7168 0.3019 -0.02
H -0.6976 -1.5799 2.0860 0.4146 0.7422 0.3215 0.33
H 0.9222 -4.2201 1.8716 -0.1777 1.4828 -0.0693 0.20
H -1.3378 -2.8627 1.4871 -5.3031 -2.4708 -4.9221 0.56
```
Forces are in eV/Å.

## Properties
* LUMO: 0.85 eV
* molecular weight: 152.24 g mol⁻¹
* charge: 0
* ΔE to the lowest compared entry with this formula, charge and spin: 63.4 kcal/mol
* orbital gap: 9.270 eV
* max |F|: 7.646 eV/A
* structure (SMILES): Cc1ccc(O)cc1.CCC
* electronic energy: -465.7968 Ha

The following is a quantum chemistry calculation of a cluster of 2 separate species, C10H16O in total, from the OMol25 dataset.

XYZ file:
```
27
Properties=species:S:1:pos:R:3:forces:R:3:mulliken_charge:R:1
H -0.0633 2.9548 3.1355 0.2787 -0.1302 0.3093 0.35
O 2.5232 -1.8330 1.0865 0.9434 0.0096 -0.1717 -0.56
C -0.5631 3.3676 0.5868 -0.5375 -0.2011 0.7810 -1.16
H -0.4835 4.1908 1.2991 0.3717 0.0386 -0.0003 0.31
H -1.5502 -2.7375 -3.0977 -0.1452 -0.1542 0.2097 0.31
H -1.7805 -2.2492 -0.1161 -0.4298 0.2863 -0.2875 0.34
C 0.1928 -2.0546 0.5304 -0.4544 0.3124 -0.2819 -0.51
C -0.1052 2.0288 1.1975 -0.0227 -0.3332 -1.5634 0.04
H 1.1037 -0.8474 -2.9914 -0.1551 -0.1948 -0.3499 0.30
C -1.5276 -1.6876 -2.8116 0.1725 0.6388 -0.3629 -1.49
H -1.2332 -1.1647 -3.7199 0.0272 0.1915 -0.0467 0.36
H -1.6346 3.3173 0.3859 0.0245 0.0855 -0.3537 0.28
H -0.7110 1.2465 0.7341 -0.7663 -0.0588 0.5556 0.14
H -0.0709 -2.3889 1.5246 0.0977 -0.0975 0.0732 0.31
C -0.8135 -1.8815 -0.4208 0.6183 -0.4293 0.4135 -0.54
H -0.9883 1.4428 3.0552 -0.1271 0.1427 0.2582 0.27
H 0.7518 1.3207 3.0467 0.0750 0.3265 0.2764 0.26
H -0.0099 3.6213 -0.3096 -0.0811 0.0479 -0.1812 0.33
H 0.7803 1.6998 0.6477 0.9126 0.5140 0.8597 0.24
H 2.3144 -2.1133 1.9784 -0.6075 -0.1125 -0.0699 0.30
C 1.8200 -1.2611 -1.0635 -0.2806 -1.1563 0.0302 -0.68
C -0.0819 1.9469 2.7276 -0.1129 -0.4939 -0.9744 -1.04
C 1.4976 -1.7660 0.1952 0.2587 0.7523 0.5607 0.85
C 0.8172 -1.2152 -2.0182 0.1485 1.0871 0.2907 -0.52
H 2.8684 -1.1353 -1.3104 -0.1470 0.3146 0.0074 0.42
C -0.5241 -1.4546 -1.7113 0.0501 -1.2750 -0.1117 0.70
H -2.5287 -1.3476 -2.5608 -0.1118 -0.1109 0.1295 0.39
```
Forces are in eV/Å.

## Properties
* LUMO: 0.79 eV
* molecular weight: 152.24 g mol⁻¹
* charge: 0
* ΔE to the lowest compared entry with this formula, charge and spin: 30.2 kcal/mol
* orbital gap: 9.195 eV
* max |F|: 1.599 eV/A
* structure (SMILES): Cc1ccc(O)cc1.CCC
* electronic energy: -465.8497 Ha

The following is a quantum chemistry calculation of a cluster of 2 separate species, C10H16O in total, from the OMol25 dataset.

XYZ file:
```
27
Properties=species:S:1:pos:R:3:forces:R:3:mulliken_charge:R:1
H 1.9491 -1.9147 0.5291 0.1420 -0.3087 0.1623 0.38
H -0.8038 -0.9828 -3.3534 0.1899 -0.1834 0.1633 0.31
H -0.9149 1.6904 -2.4336 0.2438 0.1228 -0.0437 0.33
H -2.4396 -1.4977 -3.0772 0.0744 -0.4831 0.1172 0.34
H -2.3668 1.1295 -3.2343 -0.1652 0.0881 0.1195 0.32
C 0.3336 -1.3879 1.8587 0.7727 -0.2575 0.5852 -0.52
C -1.4945 -1.3018 -2.5664 -0.1538 1.0202 0.0237 -1.25
H 1.7671 2.1605 1.5807 -0.6282 0.2881 -0.0140 0.31
C 1.2788 1.1942 1.6474 0.4133 -0.5285 -0.8548 -0.69
C 1.9824 0.1598 1.0141 -0.1077 0.0266 0.1694 0.79
H 3.3238 1.5154 -0.0180 -0.1386 0.0352 -0.0320 0.37
O -1.3578 -0.6830 3.3321 -0.2125 -0.1556 -0.2945 -0.54
H -0.8136 -0.0595 -0.9737 -0.3499 -0.2204 0.6376 -0.19
C 1.4834 -1.1366 1.1122 -0.5530 0.5770 -0.1618 -0.47
H -1.0866 -2.1469 -2.0179 -0.1994 -0.3365 -0.3286 0.34
C -0.3310 -0.3506 2.4890 -0.3369 0.2391 -0.2269 0.73
H -2.6283 -0.3407 -1.0097 0.3659 -0.1176 0.3936 0.28
C -1.8757 1.2225 -2.2616 -0.4083 -0.3559 0.1313 -1.22
C -1.7169 -0.1462 -1.5782 0.3481 0.3150 -0.8561 0.41
H 0.0345 -2.3982 2.1062 -0.1771 -0.0406 -0.3043 0.40
C 0.0476 0.9678 2.2487 0.4487 0.2269 -0.1086 -0.53
H -1.9423 0.0673 3.4692 0.0765 0.1478 0.0484 0.29
C 3.2310 0.4572 0.2222 0.4664 0.0175 0.5451 -1.48
H 4.1333 0.1994 0.7980 -0.1996 -0.0145 -0.1270 0.32
H 3.2791 -0.1023 -0.7057 -0.1066 -0.1261 -0.1414 0.34
H -0.6043 1.8178 2.4266 0.1006 -0.1315 0.6911 0.30
H -2.4678 1.8668 -1.6045 0.0947 0.1557 -0.2938 0.33
```
Forces are in eV/Å.

## Properties
* LUMO: 0.82 eV
* molecular weight: 152.24 g mol⁻¹
* charge: 0
* ΔE to the lowest compared entry with this formula, charge and spin: 25.2 kcal/mol
* orbital gap: 9.209 eV
* max |F|: 1.087 eV/A
* structure (SMILES): Cc1ccc(O)cc1.CCC
* electronic energy: -465.8576 Ha

The following is a quantum chemistry calculation of a cluster of 2 separate species, C10H16O in total, from the OMol25 dataset.

XYZ file:
```
27
Properties=species:S:1:pos:R:3:forces:R:3:mulliken_charge:R:1
H -0.7805 -2.0388 1.4570 0.6453 -0.1628 0.1091 0.43
C -0.2910 0.5434 -3.9275 0.7314 1.3462 -1.1413 -0.97
C -2.0095 1.0604 1.3988 -0.1165 -0.3038 1.0245 0.59
H -1.0901 0.4664 -4.6481 -0.5672 -0.6311 -0.0007 0.31
H -1.1067 -1.0134 -2.5648 0.6353 0.5602 0.0483 0.27
H 3.2798 -1.9939 1.7242 -0.1601 0.1302 0.8601 0.32
C 1.6927 -0.8917 0.8719 2.0656 0.9137 -0.1305 -0.79
H 2.3313 -0.1696 0.3301 -0.5089 -0.4489 -0.5806 0.26
H 1.9421 -1.4218 2.9151 0.7803 -0.6108 -0.0855 0.30
H 1.6285 -1.8055 0.2713 -0.3397 0.2038 0.1189 0.51
C -1.9524 -0.3161 1.6172 -0.2633 0.9563 -0.8269 -0.45
H 0.6291 -1.1911 -2.9148 0.1743 -0.4572 -0.6040 0.33
O -3.1352 1.8003 1.7040 0.0977 -0.2400 -0.1261 -0.53
H -0.8820 2.8011 1.4597 -0.1902 -0.1227 -1.4185 0.26
C -0.1659 -0.4741 -2.8088 -0.3032 0.9789 1.0299 -0.40
C 2.6260 -1.1809 2.0795 -1.2832 -0.6299 0.1746 -1.17
H -3.8786 1.2198 1.9282 0.4023 0.1120 -0.0979 0.30
C 0.3911 -0.1988 1.1363 1.2071 -1.3513 -1.9727 0.71
C -0.7481 -0.9635 1.3811 -1.0032 0.7122 0.9957 -0.75
C 0.3621 1.1539 0.8311 -1.8793 -1.0422 0.9751 -0.65
H 1.2340 1.6296 0.4131 0.0692 0.4066 0.4385 0.38
C -0.8696 1.7616 1.0768 0.5077 2.0220 1.0309 -0.34
H -0.3726 1.6082 -3.5948 0.0167 -0.9080 0.2282 0.27
H -2.8805 -0.7436 1.9672 0.0852 -0.7554 -0.1270 0.30
H 0.2044 0.1572 -1.9749 -0.6653 -0.7827 0.2130 -0.07
H 3.2388 -0.3554 2.4409 -0.1108 0.2172 -0.3954 0.32
H 0.6027 0.5562 -4.5696 -0.0272 -0.1123 0.2601 0.27
```
Forces are in eV/Å.

## Properties
* LUMO: 0.83 eV
* molecular weight: 152.24 g mol⁻¹
* charge: 0
* ΔE to the lowest compared entry with this formula, charge and spin: 47.6 kcal/mol
* orbital gap: 9.256 eV
* max |F|: 2.679 eV/A
* structure (SMILES): CCc1ccc(O)cc1.CC
* electronic energy: -465.8220 Ha

The following is a quantum chemistry calculation of a cluster of 2 separate species, C10H16O in total, from the OMol25 dataset.

XYZ file:
```
27
Properties=species:S:1:pos:R:3:forces:R:3:mulliken_charge:R:1
C 1.4181 -1.4408 0.7800 -0.2385 0.1734 -0.5079 -0.55
O 2.5460 2.0501 0.7681 0.5221 -0.1079 -0.4601 -0.53
H -1.8417 -2.2663 1.2573 -0.0834 -0.0760 -0.2846 0.37
C -0.4424 0.0347 0.9884 0.0409 0.2500 0.2659 -0.24
H -2.4925 2.1065 -1.8682 -0.1910 0.0254 -0.5613 0.39
C -2.8212 1.1857 -1.3979 0.2628 -0.6271 0.1705 -1.16
H -1.5041 0.1830 1.1230 -0.1120 0.0318 -0.0603 0.48
H 1.7970 -2.4463 0.6314 0.0593 0.0379 0.2209 0.32
H -0.4816 -3.3603 0.8524 -0.0510 0.0752 -0.1339 0.35
H -2.8239 -0.1795 -2.9864 -0.5365 -0.9227 0.1759 0.35
H -2.4207 1.2724 -0.3957 -0.1670 -0.0413 0.3879 0.17
C 1.7506 0.9328 0.7532 -0.0804 0.6440 -0.4364 0.79
H -0.4392 1.1116 -2.3536 -0.2457 0.1217 -0.4689 0.25
H -0.6882 -0.2430 -3.5592 0.0423 0.4698 -0.0865 0.37
H -0.1089 -0.5122 -1.9604 -0.1375 -0.0686 0.0790 0.13
H -0.1033 2.0952 0.6169 0.4715 0.2517 0.4755 0.39
H -2.3830 -0.8786 -1.3197 -0.1209 -0.7120 -0.3579 0.21
C -0.7784 -2.4589 1.3862 -0.2475 0.3804 0.3264 -1.59
C 0.0526 -1.2524 1.0295 0.6714 -0.7508 0.0515 0.43
C 2.2566 -0.3556 0.6025 -0.0935 0.3602 0.4699 -0.67
C 0.3836 1.1499 0.8251 -0.5941 -0.9569 -0.2223 -0.52
H -3.9093 1.1204 -1.3604 0.0232 0.2911 0.1351 0.34
H 3.4399 1.8488 0.4378 -0.5323 -0.0206 0.2530 0.31
H -0.6694 -2.6641 2.4524 0.1257 -0.0937 0.0647 0.36
H 3.3101 -0.4512 0.3874 0.1710 -0.2663 0.0501 0.30
C -0.8140 0.1026 -2.5324 0.6756 -1.0026 0.8294 -0.92
C -2.2643 -0.1047 -2.0611 0.3655 2.5337 -0.3756 -0.11
```
Forces are in eV/Å.

## Properties
* LUMO: 0.83 eV
* molecular weight: 152.24 g mol⁻¹
* charge: 0
* ΔE to the lowest compared entry with this formula, charge and spin: 27.0 kcal/mol
* orbital gap: 9.251 eV
* max |F|: 2.587 eV/A
* structure (SMILES): Cc1ccc(O)cc1.CCC
* electronic energy: -465.8547 Ha

The following is a quantum chemistry calculation of a cluster of 2 separate species, C10H16O in total, from the OMol25 dataset.

XYZ file:
```
27
Properties=species:S:1:pos:R:3:forces:R:3:mulliken_charge:R:1
H -2.1520 -1.5390 -1.2511 0.7472 -0.0256 0.2440 0.31
C -0.0171 -1.2721 -0.8452 1.4944 0.0943 0.3588 -0.08
H 2.1413 -1.8823 -0.1791 -0.2067 3.3369 -1.4043 0.36
H -3.2430 -0.5517 -3.1022 0.4383 0.2344 0.0550 0.37
H 0.8206 1.7514 4.1824 -0.2004 0.3666 -1.4933 0.27
H 0.0528 -0.5868 4.1263 -1.2667 0.1300 1.2688 0.38
H 1.7678 -0.8916 3.8709 -0.9638 -0.1671 -0.2888 0.26
H -0.7268 1.6486 3.3832 0.4116 -0.4224 -0.0576 0.32
C 0.3570 1.7210 3.1374 -1.3015 -0.5115 2.1925 -1.29
C -1.1711 -1.0905 -1.4746 -2.7437 1.0106 -2.4251 -1.02
H 0.3377 2.6810 2.6531 0.9579 0.3055 -0.4712 0.39
C 1.0914 -0.5611 -1.3063 1.1842 -1.1826 0.7735 1.08
H 1.7515 0.6265 1.8335 0.0052 -0.2666 1.2058 0.32
C -0.0361 0.5747 -2.9870 -0.2954 -0.4404 -1.1242 -0.43
O 2.1803 -0.9045 -0.5616 2.1577 -2.1908 1.0700 -0.61
H -2.2854 0.3890 -4.2372 -0.4981 0.3518 0.8371 0.33
H 2.0892 0.8804 -2.7158 -0.1813 -0.5184 0.4496 0.41
H 0.5006 -1.7259 2.8522 0.2169 0.5168 0.3089 0.32
C -2.4651 0.2418 -3.1408 -1.5315 -1.4552 -2.3228 -1.32
H -2.9502 1.0926 -2.6978 0.2234 0.6744 0.2140 0.27
H 0.2005 0.2016 1.5089 -0.2269 0.5887 1.0500 -0.12
C 1.1940 0.3419 -2.3929 -1.0566 -0.7927 1.4837 -0.83
H 0.1395 -1.9404 0.0048 -0.2540 0.2230 -0.2468 0.17
C -1.1948 -0.2025 -2.5675 1.5949 2.2594 0.1698 0.79
H 0.0462 1.3172 -3.8975 -1.0711 -1.5926 1.8787 0.18
C 0.8126 0.4722 2.4164 -0.2232 -1.2704 -1.7168 0.32
C 0.7588 -0.7915 3.3875 2.5891 0.7437 -2.0096 -1.15
```
Forces are in eV/Å.

## Properties
* LUMO: 0.75 eV
* molecular weight: 152.24 g mol⁻¹
* charge: 0
* ΔE to the lowest compared entry with this formula, charge and spin: 58.9 kcal/mol
* orbital gap: 8.833 eV
* max |F|: 3.799 eV/A
* structure (SMILES): Cc1ccc(O)cc1.CCC
* electronic energy: -465.8040 Ha

So what do the calculations give for E_HOMO? Going down the list: -0.309; -0.309; -0.308; -0.310; -0.309; -0.297 Eh.